No. 1
One molecule with the formula C9H13O6 in a non-equilibrium geometry, computed with ωB97M-V with the def2-TZVPD basis set.

Calculated values
LUMO (alpha / beta)   0.603 / -2.756 eV
Kohn-Sham gap (alpha / beta)   7.2 / 7.4 eV
HOMO energy (alpha / beta)   -0.2414 / -0.3727 Ha
E_tot   -21818.783 eV

The geometry in ORCA input format:
```
! wB97M-V def2-TZVPD RIJCOSX def2/J DEFGRID3
* xyz 0 4
O -1.8350 -0.1363 0.6682
O -1.6382 -0.0264 2.0447
C -0.3282 3.7681 1.9645
C -0.8326 2.7233 0.9798
C -0.2489 1.3308 1.1493
O 0.6235 1.0892 1.9653
C -0.6591 0.3632 0.0754
C 0.4017 -0.7478 -0.1084
C 0.0448 -1.6591 -1.2538
C 1.1955 -2.3009 -2.0648
O 0.4042 -1.2266 -2.5711
C 2.6286 -1.9971 -1.8605
O 3.5272 -2.8248 -1.8649
C -1.1738 -2.4834 -1.0896
O 0.6211 -1.4213 1.0990
H -0.9299 4.6759 1.8829
H -0.4149 3.4072 2.9855
H 0.7039 4.0782 1.7894
H -1.9151 2.6411 1.0465
H -0.5942 3.0740 -0.0282
H -0.9331 0.8343 -0.8867
H 1.2841 -0.1745 -0.4113
H 0.9818 -3.3151 -2.4215
H 2.7941 -0.9119 -1.7021
H -1.0314 -3.2379 -0.3045
H -2.0136 -1.8420 -0.8202
H -1.3932 -2.9932 -2.0325
H 0.7308 -0.6872 1.7694
*
```

***

No. 2
One molecule with the formula C7H17NO2 in a non-equilibrium geometry, computed with ωB97M-V with the def2-TZVPD basis set.

Calculated values
LUMO   0.784 eV
Kohn-Sham gap   9.5 eV
HOMO energy   -0.3199 Ha
SMILES   CC(C)[C@](C)(O)[C@@H](N)CO
E_tot   -13119.315 eV

The geometry in ORCA input format:
```
! wB97M-V def2-TZVPD RIJCOSX def2/J DEFGRID3
* xyz 0 1
C 0.0529 0.4168 -0.1331
C 1.1393 -0.5709 0.1954
C -1.3837 -0.5018 -0.1772
C 2.5575 0.3512 0.2207
C -0.1068 1.5421 0.8818
C -1.9019 -0.8648 1.2071
C -2.4574 0.2271 -0.9772
N 1.1940 -1.6336 -0.7612
O 0.3195 0.9216 -1.4254
O 3.6991 -0.4446 0.0047
H -0.3643 1.5662 -1.6364
H 3.6578 -0.7877 -0.8965
H 1.0106 -0.9898 1.1943
H -1.1192 -1.4182 -0.7094
H 1.9164 -2.3068 -0.5386
H 1.3421 -1.2582 -1.6915
H 2.6598 0.7659 1.2227
H 2.5805 1.1786 -0.4993
H -1.0813 2.0164 0.7748
H -0.0109 1.1645 1.8953
H 0.6523 2.3040 0.7169
H -1.1423 -1.3738 1.7960
H -2.2279 0.0200 1.7522
H -2.7586 -1.5360 1.1236
H -2.1587 0.3573 -2.0164
H -2.6854 1.2046 -0.5476
H -3.3834 -0.3503 -0.9758
*
```

***

No. 3
C32H22AsBr2N4OS7Tc as an isolated structure, computed with ωB97M-V with the def2-TZVPD basis set.

Calculated values
LUMO (alpha / beta)   -7.097 / -7.103 eV
Kohn-Sham gap (alpha / beta)   6.9 / 6.9 eV
HOMO energy (alpha / beta)   -0.5126 / -0.5138 Ha
E_tot   -320506.299 eV

The geometry in ORCA input format:
```
! wB97M-V def2-TZVPD RIJCOSX def2/J DEFGRID3
* xyz 2 1
Tc -1.3895 -0.0464 -0.0546
S -1.0723 1.8991 1.2290
C -1.2715 3.2515 0.0968
C -1.3113 4.5657 0.5317
C -1.3478 5.5914 -0.4047
C -1.4068 6.9514 0.0480
N -1.4504 8.0283 0.4424
C -1.3128 5.2854 -1.7737
C -1.2573 3.9617 -2.1924
C -1.2462 2.9330 -1.2582
S -1.2384 1.2535 -1.8368
C -1.3382 6.3318 -2.7556
N -1.3674 7.1540 -3.5556
H -1.3184 4.8042 1.5874
H -1.2351 3.7375 -3.2509
Br -7.9452 -0.8485 -1.4392
C -6.1463 -0.5868 -1.0266
C -5.7417 0.5236 -0.2983
C -4.4020 0.6586 -0.0112
N -3.4736 -0.2213 -0.4096
C -3.8621 -1.2863 -1.1498
C -5.1932 -1.4981 -1.4591
C -2.7752 -2.1661 -1.6356
C -2.9965 -3.2764 -2.4300
C -1.9050 -4.0061 -2.8816
Br -2.1651 -5.5055 -3.9646
C -0.6272 -3.6079 -2.5234
C -0.4876 -2.4995 -1.7127
N -1.5325 -1.7899 -1.2772
H -6.4508 1.2651 0.0396
H -4.0462 1.5009 0.5615
H -5.5003 -2.3518 -2.0430
H -3.9930 -3.5778 -2.7136
H 0.2463 -4.1471 -2.8598
H 0.4879 -2.1641 -1.3868
S -1.5706 1.2581 4.2055
As -2.1315 -0.9459 4.1220
S -2.5352 2.2188 2.7034
S -2.0891 -1.6064 1.9365
S -3.9092 -1.0461 2.8281
O 0.4842 -0.6474 0.4213
S 1.6156 -0.0699 1.3352
C 2.4160 -1.5626 1.9969
C 2.3077 -2.7587 1.1031
C 1.2289 -3.6279 1.2486
C 1.1370 -4.7693 0.4686
C 2.1201 -5.0456 -0.4737
C 3.1940 -4.1811 -0.6299
C 3.2908 -3.0439 0.1611
C 2.8252 0.4932 0.1186
C 4.0054 1.0881 0.8349
C 3.8439 2.2279 1.6196
C 4.9264 2.7664 2.2973
C 6.1768 2.1725 2.1911
C 6.3448 1.0429 1.4033
C 5.2609 0.4986 0.7304
H 1.9309 -1.7286 2.9592
H 3.4443 -1.2471 2.1886
H 0.4770 -3.4317 2.0051
H 0.3121 -5.4557 0.6097
H 2.0635 -5.9495 -1.0662
H 3.9732 -4.4061 -1.3457
H 4.1582 -2.4016 0.0729
H 2.2748 1.2247 -0.4776
H 3.0801 -0.3602 -0.5111
H 2.8723 2.7056 1.6927
H 4.7976 3.6549 2.9003
H 7.0226 2.5968 2.7146
H 7.3217 0.5890 1.3061
H 5.4025 -0.3693 0.0975
*
```

***

No. 4
One molecule with the formula C5H5N in a non-equilibrium geometry, computed with ωB97M-V with the def2-TZVPD basis set.

Calculated values
LUMO (alpha / beta)   -0.154 / -0.877 eV
Kohn-Sham gap (alpha / beta)   8.9 / 8.0 eV
HOMO energy (alpha / beta)   -0.3327 / -0.3278 Ha
SMILES   C=C=C(C)C#N
E_tot   -6749.960 eV

The geometry in ORCA input format:
```
! wB97M-V def2-TZVPD RIJCOSX def2/J DEFGRID3
* xyz 0 1
C 1.2838 -1.3630 0.6991
C 0.5491 2.4556 -0.3696
C 0.3538 1.0220 -0.1073
C 0.1683 -0.6979 0.2473
C -1.1662 -1.2465 -0.0612
N 2.1990 -1.9040 1.1661
H 0.3175 3.2068 0.3058
H 0.8007 2.7088 -1.4286
H -2.0012 -0.6591 0.2968
H -1.2970 -2.2223 0.3290
H -1.2079 -1.3004 -1.0775
*
```

***

No. 5
A 2-piece molecular cluster, C2HClN2O2 overall in a non-equilibrium geometry, computed with ωB97M-V with the def2-TZVPD basis set.

Calculated values
LUMO (alpha / beta)   -3.589 / -4.203 eV
Kohn-Sham gap (alpha / beta)   8.6 / 7.3 eV
HOMO energy (alpha / beta)   -0.4476 / -0.4220 Ha
E_tot   -21681.065 eV

The geometry in ORCA input format:
```
! wB97M-V def2-TZVPD RIJCOSX def2/J DEFGRID3
* xyz 0 1
C -0.4057 1.0562 -1.3520
C -0.2537 0.0160 -0.4514
N -0.2025 1.9295 -2.0815
N -0.5829 -1.3380 -0.9193
O -1.1785 -1.4228 -1.9290
O -0.1751 -2.2298 -0.2609
Cl -2.7754 0.4034 0.6173
H 0.3593 -0.0057 0.4687
*
```

***

No. 6
C33H49BClI2N8O2PRb as an isolated structure, computed with ωB97M-V with the def2-TZVPD basis set.

Calculated values
LUMO (alpha / beta)   -0.049 / -2.696 eV
Kohn-Sham gap (alpha / beta)   8.2 / 5.6 eV
HOMO energy (alpha / beta)   -0.3047 / -0.3047 Ha
E_tot   -90378.931 eV

The geometry in ORCA input format:
```
! wB97M-V def2-TZVPD RIJCOSX def2/J DEFGRID3
* xyz 0 2
Rb -0.3169 -0.4100 0.4505
C 0.6072 0.6681 -4.4638
C 1.0504 0.6300 -3.1312
N 0.1870 0.0030 -2.3509
N -0.8284 -0.3774 -3.1584
C -0.5997 0.0135 -4.4319
B -2.0403 -1.1355 -2.6441
N -1.6609 -2.4787 -1.9880
C -2.5232 -3.4758 -1.6785
C -1.7987 -4.5708 -1.2838
C -0.4628 -4.1442 -1.3996
N -0.3799 -2.8925 -1.8184
N -2.8410 -0.2095 -1.6401
C -4.0246 -0.5259 -1.0465
C -4.5082 0.6612 -0.4207
C -3.5206 1.5740 -0.6262
N -2.5051 1.0335 -1.3770
N -3.0273 -1.4317 -3.7773
C -2.9464 -2.4188 -4.6984
C -3.9337 -2.2062 -5.6295
C -4.5794 -1.0370 -5.1825
N -4.0282 -0.5713 -4.0747
H 1.0929 1.1083 -5.3166
H 1.9602 1.0329 -2.7122
H -1.3103 -0.1927 -5.2147
H -3.5868 -3.3489 -1.7872
H -2.1728 -5.5319 -0.9765
H 0.4409 -4.7043 -1.2056
H -4.5588 -1.4230 -1.2982
H -5.4310 0.7719 0.1217
H -3.4546 2.5972 -0.3000
H -2.1973 -3.1903 -4.6198
H -4.1620 -2.8054 -6.4937
H -5.4219 -0.5230 -5.6179
I -1.1483 3.0631 2.1045
C -1.1018 1.8825 3.8673
I 0.6462 0.6900 4.0150
H -1.9482 1.2083 3.8194
H -1.1319 2.5542 4.7146
Cl -5.1741 0.5268 3.1547
C -4.7272 -0.9851 2.3326
C -3.3080 -0.9388 1.7736
O -2.4033 -0.4514 2.4536
O -3.1235 -1.4907 0.6271
H -5.4492 -1.1867 1.5474
H -4.7724 -1.7858 3.0690
C 5.8374 -2.6198 4.5019
C 4.4909 -3.1571 5.0127
C 3.3221 -2.7206 4.1165
C 3.7593 -2.6419 2.6502
C 4.8066 -1.5148 2.4926
C 5.6305 -1.2986 3.7716
P 2.3063 -2.3133 1.5552
C 2.8756 -2.6712 -0.1744
C 3.4940 -1.4204 -0.8214
C 3.9648 -1.7616 -2.2314
C 5.1259 -2.7743 -2.1990
C 5.1552 -3.5691 -0.8885
C 3.7474 -3.9289 -0.4189
C 1.1053 -3.7066 1.8385
C 1.6558 -5.1213 2.1083
C 0.6215 -6.0029 2.8241
C -0.7799 -5.7002 2.3041
C -1.1991 -4.2639 2.6715
C 0.0185 -3.3492 2.8640
H 6.2906 -3.3381 3.8119
H 6.5374 -2.5025 5.3306
H 4.3108 -2.8061 6.0316
H 4.5248 -4.2484 5.0610
H 2.9536 -1.7348 4.4218
H 2.4872 -3.4090 4.2460
H 4.2201 -3.5985 2.3810
H 4.3058 -0.5805 2.2205
H 5.4791 -1.7609 1.6685
H 5.1141 -0.6006 4.4375
H 6.5860 -0.8355 3.5200
H 1.9217 -2.8124 -0.6960
H 4.3294 -1.0343 -0.2297
H 2.7418 -0.6284 -0.8578
H 4.2633 -0.8587 -2.7676
H 3.1114 -2.1754 -2.7769
H 6.0803 -2.2580 -2.3252
H 5.0344 -3.4633 -3.0420
H 5.6532 -2.9828 -0.1119
H 5.7509 -4.4760 -1.0123
H 3.8095 -4.5489 0.4761
H 3.2743 -4.5515 -1.1858
H 0.5824 -3.7311 0.8749
H 2.5714 -5.0793 2.7038
H 1.9259 -5.5888 1.1581
H 0.6528 -5.8194 3.9026
H 0.8733 -7.0559 2.6833
H -1.5037 -6.4184 2.6931
H -0.7809 -5.8174 1.2156
H -1.7956 -4.2668 3.5873
H -1.8343 -3.8567 1.8791
H 0.4078 -3.4470 3.8805
H -0.2823 -2.3049 2.7612
*
```

***

The ΔE to the lowest compared entry with this formula, charge and spin results, record by record, are as follows: 225.8, 137.6, 0.6, 573.8, 607.8, 57.5 kJ/mol.